[1]
Below is a structure of composition C4H23B3NOSn at a distorted geometry, with properties calculated with ωB97M-V with the def2-TZVPD basis set.

Computed properties:
Net charge = -1
Energy relative to the best compared isomer or geometry (same formula, charge and spin) = 19.1 kcal per mole
Frontier orbital gap = 6.6 eV
Lowest unoccupied orbital energy = 1.279 eV

The geometry in XYZ format:
```
33
Properties=species:S:1:pos:R:3:forces:R:3
Sn 1.1880 -0.1054 -2.2514 -1.01 3.18 2.95
B 2.3602 3.0376 -1.7032 -0.09 -0.65 -1.12
H 2.4883 4.0021 -1.0256 -0.03 0.48 0.64
H 3.1696 2.2123 -1.4285 0.84 -0.43 -0.19
H 1.2647 2.5890 -1.4948 -0.85 -0.55 0.04
H 2.3580 3.3249 -2.8619 0.30 0.25 -0.81
B -1.5365 1.9021 -2.0624 0.07 0.23 0.33
H -0.7600 1.8533 -1.1678 0.37 -0.03 0.65
H -2.6138 1.5731 -1.6713 -0.67 -0.73 0.10
H -1.6659 3.0087 -2.4548 0.33 0.62 -0.48
H -1.1329 1.1614 -2.9431 0.43 -0.76 -0.86
B 1.9411 0.4311 0.4839 0.31 -0.06 -1.08
H 1.9723 -0.6980 0.0081 0.19 -1.22 -0.39
H 1.8355 0.4466 1.6580 -0.37 -0.45 0.64
H 2.8842 0.9830 0.0694 0.67 0.14 0.04
H 1.0045 0.9804 -0.0289 -0.84 0.27 -0.52
C -1.5607 -0.1419 1.4649 0.69 -0.55 -0.45
C -1.0258 -1.1535 0.4271 0.36 0.73 0.71
C -1.1723 -2.6270 0.8698 0.43 1.71 0.85
O -0.8604 -2.7541 2.2597 -0.16 -0.49 -0.15
C 0.5247 -2.7256 2.4938 0.70 0.69 -0.10
N -1.5905 -0.9537 -0.9154 0.01 -1.14 0.05
H -2.3378 -0.6217 2.0597 -0.30 0.51 0.03
H -1.8219 0.7646 0.9206 -0.53 -0.04 0.17
H -0.7309 0.1668 2.1026 -0.12 -0.20 0.28
H 0.0459 -0.9906 0.4051 -0.03 0.16 -0.29
H -0.4022 -3.1798 0.3248 -0.73 -0.65 -0.45
H -2.2321 -2.8712 0.7809 0.17 -0.74 -0.29
H 1.0849 -3.5184 1.9788 -0.31 -0.24 0.01
H 0.7371 -2.7786 3.5606 -0.33 -0.21 0.05
H 0.9753 -1.7882 2.1503 -0.07 0.06 0.00
H -1.9481 -0.0158 -1.1089 0.51 0.27 0.26
H -2.4423 -1.5136 -0.9002 0.06 -0.15 -0.61
```
Positions in Å, forces in eV/Å.

Atomic partial charges in e from the Mulliken method, atoms 1 to 2:
1 Sn 0.9453
2 B 0.3120


[2]
Below is a cluster of 2 separate species, C2H4ClFS in total at a distorted geometry, with properties calculated with ωB97M-V with the def2-TZVPD basis set.

Computed properties:
Net charge = 0
SMILES = C=C(F)Cl.S
Energy relative to the best compared isomer or geometry (same formula, charge and spin) = 36.2 kcal per mole
Frontier orbital gap = 10.3 eV
Lowest unoccupied orbital energy = 0.672 eV

The geometry in XYZ format:
```
9
Properties=species:S:1:pos:R:3:forces:R:3
C 0.0266 -1.5750 -0.1774 -2.04 -2.45 -2.88
C 1.1600 -1.0489 0.1389 2.24 1.65 0.00
F 2.3719 -1.3257 -0.4015 -0.92 -0.90 -0.22
S -1.4753 1.8930 0.4569 1.57 -2.75 -1.74
Cl 1.4307 0.3386 1.0914 -0.23 0.19 0.85
H -1.7602 3.0903 0.5149 -1.23 3.66 0.55
H -0.0113 -2.3302 -1.0678 0.36 1.25 1.99
H -0.9722 -1.2755 0.1538 0.81 0.13 0.30
H -0.7702 2.2334 -0.7090 -0.57 -0.76 1.15
```
Positions in Å, forces in eV/Å.

Atomic partial charges in e from the Mulliken method, atoms 1 to 2:
1 C -0.5857
2 C 0.4587


[3]
Below is a structure of composition C26H28MoN2S2Si at a distorted geometry, with properties calculated with ωB97M-V with the def2-TZVPD basis set.

Computed properties:
Net charge = +2
Spin multiplicity = 3
Energy relative to the best compared isomer or geometry (same formula, charge and spin) = 18.9 kcal per mole
Frontier orbital gap (alpha / beta) = 6.3 / 6.1 eV
Lowest unoccupied orbital energy (alpha / beta) = -6.940 / -7.034 eV

The geometry in XYZ format:
```
60
Properties=species:S:1:pos:R:3:forces:R:3
C 1.2793 1.8371 1.0099 -0.39 0.08 0.26
C 0.2562 2.1059 0.0464 -0.14 0.36 -0.94
C -1.0165 2.0658 0.7090 0.42 0.12 0.27
H 0.4470 2.4104 -0.9844 -0.35 -0.12 0.50
C -0.7767 1.7551 2.0829 0.34 0.58 0.02
C 0.6423 1.6160 2.2701 -0.21 0.68 0.07
H 1.1083 1.4385 3.2440 -0.18 -0.18 -0.69
H 2.3562 1.8747 0.8267 -0.46 -0.26 0.04
H -1.9990 2.2715 0.2786 0.50 -0.20 0.04
H -1.5037 1.6635 2.8952 0.32 -0.12 -0.63
Mo -0.0556 0.0246 0.8715 0.16 -1.69 1.28
C -1.3006 -1.8375 -4.0495 0.46 -0.27 0.13
H -2.2356 -1.3168 -3.9166 -0.08 0.21 0.38
H -1.5099 -2.8432 -4.4139 0.39 -0.30 0.67
H -0.6956 -1.3439 -4.7918 0.33 0.32 -0.01
Si -0.2761 -0.7561 -2.0670 0.68 3.45 2.74
C 1.5654 -0.5923 -2.4362 -0.90 -1.06 0.43
C 2.2989 0.6114 -2.4145 -0.02 -0.21 -0.39
H 1.8417 1.5644 -2.1086 0.27 -0.65 -0.24
C 3.6190 0.5903 -2.8760 -0.35 -0.03 0.27
H 4.1765 1.5247 -2.8990 0.00 -0.27 -0.02
C 4.1991 -0.6087 -3.3003 -0.18 -0.02 0.05
H 5.2270 -0.6123 -3.6549 -0.21 0.00 0.03
C 3.4741 -1.8024 -3.2687 -0.06 -0.16 0.19
H 3.9137 -2.7358 -3.5970 0.16 0.11 -0.01
C 2.1616 -1.8140 -2.8060 0.17 0.76 -0.25
H 1.5579 -2.7314 -2.7818 0.47 0.23 -0.11
C -1.2647 0.7102 -2.6463 0.18 -0.49 0.50
C -0.7457 1.3984 -3.7608 -0.52 -0.29 0.16
H 0.2803 1.1896 -4.1042 -0.68 0.13 0.00
C -1.5777 2.2953 -4.4314 0.36 0.03 0.31
H -1.1693 2.7891 -5.3115 -0.37 0.06 0.16
C -2.8639 2.5536 -3.9438 0.25 -0.04 -0.14
H -3.4870 3.2725 -4.4712 0.03 -0.20 0.14
C -3.3335 1.9283 -2.7839 0.20 0.14 0.26
H -4.3135 2.1716 -2.3831 0.10 0.01 -0.17
C -2.5295 1.0139 -2.1038 0.17 0.05 -0.74
H -2.8849 0.5328 -1.1824 0.07 0.08 -0.52
H -0.9318 -1.9356 -1.1997 0.58 1.45 -0.32
H -0.6845 -1.8980 -3.0025 -1.62 -2.20 -3.38
C -0.7567 2.6362 5.6182 0.02 0.15 -0.05
C -0.7457 1.1560 5.6121 -0.16 -1.20 0.88
N -0.5106 0.4002 4.5829 -0.15 -0.31 -0.06
C -0.5881 -0.9525 4.8605 -0.54 1.28 2.53
C -0.8811 -1.1956 6.2081 0.28 -0.03 -1.07
S -1.0734 0.2652 7.0997 0.29 -0.42 -1.45
C -0.2925 -1.9753 3.8868 0.46 -1.26 -1.29
C -0.1976 -3.3162 4.2069 -0.09 1.17 -0.29
S 0.3713 -4.2743 2.9121 0.02 1.60 -0.46
C 0.4754 -2.8171 1.9363 -0.43 -0.75 1.31
N 0.0555 -1.7083 2.5168 0.09 -0.65 0.38
C 1.0268 -2.8847 0.5674 -0.23 -0.64 -0.08
H -0.9093 3.0077 6.6362 0.04 0.06 -0.29
H 0.2109 2.9911 5.2432 -0.32 0.19 0.03
H -1.5820 2.9820 4.9822 0.30 0.19 0.14
H -0.9321 -2.1751 6.6727 -0.13 0.35 0.08
H -0.3975 -3.7239 5.1852 0.04 -0.15 -0.14
H 1.6365 -3.8019 0.5278 0.06 0.57 -0.41
H 0.1982 -2.9948 -0.1449 0.48 -0.06 0.06
H 1.6429 -2.0002 0.3465 0.06 -0.17 -0.16
```
Positions in Å, forces in eV/Å.

Atomic partial charges in e from the Mulliken method, atoms 1 to 2:
1 C -0.2446
2 C -0.5667


[4]
Below is a structure of composition C3HLaLiO4 at a distorted geometry, with properties calculated with ωB97M-V with the def2-TZVPD basis set.

Computed properties:
Net charge = +3
Energy relative to the best compared isomer or geometry (same formula, charge and spin) = 0.0 kcal per mole
Frontier orbital gap = 7.0 eV
Lowest unoccupied orbital energy = -13.836 eV

The geometry in XYZ format:
```
10
Properties=species:S:1:pos:R:3:forces:R:3
O -0.6951 -1.0053 -1.6653 0.89 -2.84 -0.96
C -1.2464 0.1978 -1.3309 -0.77 5.07 -2.92
O -0.7060 0.7230 -0.2530 0.10 -0.27 1.53
O -1.8254 0.8348 -2.1641 0.20 -1.76 1.94
La 0.8412 -2.2927 -0.4617 0.01 0.46 0.69
C 0.1975 -0.0337 0.5079 -0.23 -1.42 -1.38
C 0.6675 0.4188 1.6286 0.68 0.61 1.99
O 1.1651 0.6866 2.6694 -0.64 -0.44 -1.68
Li 2.4604 1.5971 3.7045 0.22 0.41 0.52
H -0.8589 -1.1263 -2.6354 -0.46 0.18 0.27
```
Positions in Å, forces in eV/Å.

Atomic partial charges in e from the Mulliken method, atoms 1 to 2:
1 O -0.4346
2 C 0.6895


[5]
Below is an isolated molecule of C2H3NO2 at a distorted geometry, with properties calculated with ωB97M-V with the def2-TZVPD basis set.

Computed properties:
Net charge = 0
SMILES = O=N[C@H]1CO1
Energy relative to the best compared isomer or geometry (same formula, charge and spin) = 99.3 kcal per mole
Frontier orbital gap = 9.4 eV
Lowest unoccupied orbital energy = -0.172 eV

The geometry in XYZ format:
```
8
Properties=species:S:1:pos:R:3:forces:R:3
C 0.9396 -0.0589 -0.4031 0.84 -0.60 0.38
C -0.2514 0.2619 0.4292 -0.18 -1.60 -0.89
N -1.4585 0.2120 -0.3420 -0.54 -0.18 0.00
O -2.2230 -0.5873 0.1215 -0.43 -0.04 -0.10
O 0.5964 1.2553 0.0751 1.42 0.48 -0.29
H 1.7093 -0.5930 0.2043 -0.41 0.71 -0.62
H 1.0046 -0.2998 -1.5006 -0.67 0.74 1.24
H -0.3169 -0.1903 1.4155 -0.03 0.49 0.28
```
Positions in Å, forces in eV/Å.

Atomic partial charges in e from the Mulliken method, atoms 1 to 2:
1 C -0.4570
2 C 0.2884


[6]
Below is a structure of composition C22H22Cl2N6O2S2TeV, with properties calculated with ωB97M-V with the def2-TZVPD basis set.

Computed properties:
Net charge = +1
Spin multiplicity = 3
Energy relative to the best compared isomer or geometry (same formula, charge and spin) = 2.3 kcal per mole
Frontier orbital gap (alpha / beta) = 6.9 / 6.6 eV
Lowest unoccupied orbital energy (alpha / beta) = -3.951 / -4.269 eV

The geometry in XYZ format:
```
58
Properties=species:S:1:pos:R:3:forces:R:3
V 0.4560 1.1120 -1.3353 -0.17 0.24 0.37
C -2.6641 5.3163 -3.5128 0.02 0.00 -0.01
S -1.4529 5.3480 -2.1805 -0.04 -0.01 0.02
C -1.1580 3.6692 -1.9405 0.04 0.06 -0.09
S -0.0664 3.2970 -0.6229 0.14 -0.13 0.03
N -1.7517 2.7768 -2.6710 0.04 -0.09 0.07
N -1.3385 1.5086 -2.3365 0.02 0.12 -0.12
C -2.0616 0.5318 -2.7311 -0.08 0.04 0.05
C -1.5848 -0.8000 -2.3870 0.02 -0.05 0.05
C -2.2654 -1.9598 -2.7077 0.04 0.00 0.01
C -1.6971 -3.1775 -2.3605 -0.02 -0.01 -0.03
C -0.4688 -3.1906 -1.7237 0.02 0.00 0.02
C 0.1484 -1.9854 -1.4290 0.00 0.00 0.03
N -0.4048 -0.8111 -1.7308 0.05 0.01 -0.19
H -2.8881 6.3597 -3.7246 -0.01 0.00 -0.01
H -3.5658 4.7988 -3.1980 0.00 0.00 0.01
H -2.2461 4.8392 -4.3948 0.00 0.00 0.00
H -2.9848 0.7012 -3.2746 0.02 0.00 -0.03
H -3.2127 -1.9044 -3.2255 0.00 0.00 0.00
H -2.2009 -4.1036 -2.6016 -0.01 0.00 0.01
H 0.0195 -4.1178 -1.4607 0.00 0.00 0.00
H 1.1186 -1.9451 -0.9527 0.00 0.00 0.00
N 4.8727 1.1416 4.6681 0.04 0.03 -0.01
C 4.4693 0.5054 3.5383 -0.06 -0.03 0.01
C 3.1533 0.6384 3.0469 -0.01 0.01 -0.01
N 2.7693 0.0463 1.9343 0.03 -0.02 -0.02
C 3.6727 -0.6943 1.2792 0.00 0.01 0.04
C 4.9560 -0.8272 1.7719 0.01 0.03 -0.02
N 5.3623 -0.2366 2.8914 0.00 -0.01 0.00
H 4.2072 1.5703 5.2835 0.00 -0.01 0.00
H 5.7800 0.9100 5.0334 -0.01 0.00 0.01
H 2.4211 1.2417 3.5753 0.01 0.00 0.00
H 3.3708 -1.1623 0.3540 -0.02 0.00 -0.03
H 5.6899 -1.4258 1.2452 0.00 -0.01 0.01
Cl 4.9232 -0.3628 -2.6714 0.02 0.03 0.02
C 3.5276 0.2499 -3.5404 0.04 0.08 0.02
Cl 2.7706 -1.0014 -4.5476 -0.03 -0.05 -0.05
C 2.4355 0.7164 -2.6010 0.01 0.00 0.01
O 1.6660 1.6512 -2.9452 -0.09 -0.33 -0.13
O 2.2256 0.1143 -1.5018 -0.02 0.13 0.00
H 3.8367 1.0621 -4.1894 -0.01 -0.01 -0.01
C -0.2172 -1.3010 1.9614 -0.01 0.00 -0.01
Te -0.0622 0.7530 1.4131 0.00 -0.05 -0.01
C -2.1987 0.6597 1.2459 -0.01 0.00 -0.03
C -2.6124 -0.5584 2.0325 0.03 -0.01 0.01
C -3.9365 -0.7494 2.4174 -0.01 -0.01 0.00
C -4.3037 -1.8772 3.1320 -0.01 0.02 -0.01
C -3.3467 -2.8240 3.4732 0.02 -0.02 0.00
C -2.0266 -2.6382 3.0988 -0.01 -0.01 -0.01
C -1.6516 -1.5086 2.3766 -0.02 0.03 -0.01
H 0.4910 -1.4911 2.7644 -0.01 0.02 0.01
H 0.0520 -1.9309 1.1162 0.04 -0.03 -0.01
H -2.4761 0.5763 0.1944 -0.01 0.01 0.01
H -2.6315 1.5775 1.6386 0.01 0.00 0.01
H -4.6804 -0.0045 2.1617 0.00 0.00 0.00
H -5.3338 -2.0136 3.4332 0.00 0.00 0.00
H -3.6282 -3.7005 4.0412 0.00 0.00 0.00
H -1.2771 -3.3697 3.3764 0.00 0.00 0.00
```
Positions in Å, forces in eV/Å.

Atomic partial charges in e from the Mulliken method, atoms 1 to 2:
1 V 0.0973
2 C -0.8068